# C12H46O11

A 11-piece molecular cluster, C12H46O11 overall in a non-equilibrium geometry (ωB97M-V/def2-TZVPD, the OMol25 dataset).

- F_max: 1.95 eV/A
- Energy relative to the best compared isomer or geometry (same formula, charge and spin): 119.6 kcal per mole

Positions of all 69 atoms, in Å:
1 C 1.383 -0.168 -5.493
2 C 0.080 -0.585 -4.812
3 O -1.032 -0.208 -5.643
4 H 1.571 -0.771 -6.381
5 H 2.181 -0.356 -4.774
6 H 1.479 0.864 -5.831
7 H 0.041 -0.153 -3.812
8 H 0.086 -1.655 -4.601
9 H -1.128 0.745 -5.695
10 C 3.001 4.341 1.416
11 C 1.650 4.080 0.689
12 O 0.592 4.470 1.503
13 H 3.141 3.589 2.192
14 H 3.002 5.288 1.956
15 H 3.830 4.271 0.712
16 H 1.546 3.056 0.330
17 H 1.541 4.615 -0.255
18 H -0.201 4.259 1.004
19 C -0.317 0.050 0.933
20 C -0.179 -1.006 -0.182
21 O -1.515 -1.432 -0.567
22 H -0.913 0.877 0.548
23 H 0.683 0.409 1.172
24 H -0.804 -0.374 1.811
25 H 0.376 -1.873 0.174
26 H 0.249 -0.581 -1.090
27 H -1.813 -2.082 0.073
28 C 1.160 2.494 3.930
29 O -0.072 2.601 3.275
30 H 1.789 1.772 3.408
31 H 1.797 3.375 3.860
32 H 1.069 2.337 5.004
33 H 0.053 3.285 2.614
34 C -2.754 1.671 -1.891
35 O -3.274 0.358 -1.605
36 H -3.590 2.369 -1.942
37 H -2.074 2.057 -1.132
38 H -2.170 1.595 -2.808
39 H -2.547 -0.235 -1.402
40 C -1.861 -5.802 -0.491
41 O -1.819 -4.433 -0.839
42 H -2.634 -6.177 0.180
43 H -2.038 -6.446 -1.352
44 H -0.921 -6.050 0.003
45 H -1.853 -3.982 0.008
46 C 2.443 -1.886 2.608
47 O 3.203 -2.268 3.687
48 H 2.796 -2.337 1.681
49 H 1.421 -2.235 2.754
50 H 2.589 -0.816 2.465
51 H 4.042 -1.800 3.700
52 C 2.424 1.396 -2.041
53 O 3.699 1.679 -1.559
54 H 1.633 1.995 -1.589
55 H 2.245 1.571 -3.102
56 H 2.208 0.356 -1.795
57 H 3.739 1.228 -0.712
58 C -3.060 0.319 4.046
59 O -2.670 1.659 3.876
60 H -2.988 -0.077 5.059
61 H -4.067 0.178 3.652
62 H -2.385 -0.295 3.450
63 H -1.716 1.768 3.850
64 O -2.179 -3.160 1.606
65 H -3.104 -3.351 1.758
66 H -1.783 -3.183 2.477
67 O -1.699 -3.468 -3.636
68 H -1.707 -4.421 -3.724
69 H -1.876 -3.311 -2.708

=====

# C12H48O12

A 12-piece molecular cluster, C12H48O12 overall in a non-equilibrium geometry (ωB97M-V/def2-TZVPD, the OMol25 dataset).

- F_max: 2.91 eV/A
- Multiplicity: 2
- ⟨S²⟩: 0.750
- Energy relative to the best compared isomer or geometry (same formula, charge and spin): 106.8 kcal per mole
- Total charge: -1

Positions of all 72 atoms, in Å:
1 C 4.599 2.448 -0.966
2 O 4.538 3.662 -0.208
3 H 5.214 1.701 -0.464
4 H 3.592 2.033 -0.985
5 H 4.917 2.617 -1.995
6 H 3.889 4.231 -0.628
7 C -0.161 4.045 -2.064
8 O 0.368 5.033 -2.834
9 H 0.636 3.372 -1.749
10 H -0.611 4.498 -1.180
11 H -0.940 3.512 -2.609
12 H -0.292 5.697 -3.047
13 C 0.063 0.689 -0.038
14 O -0.988 1.076 -0.885
15 H -0.118 -0.277 0.432
16 H 1.017 0.731 -0.564
17 H 0.025 1.502 0.686
18 H -1.769 0.807 -0.396
19 C 0.715 -0.935 3.839
20 O 1.740 -0.973 2.825
21 H 0.363 -1.926 4.126
22 H 1.012 -0.425 4.755
23 H -0.122 -0.305 3.541
24 H 1.436 -1.536 2.110
25 C -0.367 1.365 -4.477
26 O 0.577 1.166 -3.387
27 H -0.873 2.328 -4.404
28 H 0.030 1.409 -5.491
29 H -1.159 0.618 -4.422
30 H 0.010 1.010 -2.628
31 C 3.081 -1.039 -1.133
32 O 4.314 -1.338 -1.726
33 H 2.245 -1.736 -1.202
34 H 3.233 -0.871 -0.067
35 H 2.713 -0.101 -1.548
36 H 5.035 -1.083 -1.147
37 C -3.643 1.357 0.979
38 O -2.994 0.130 0.814
39 H -4.713 1.337 1.184
40 H -3.165 1.821 1.842
41 H -3.487 2.074 0.173
42 H -3.020 -0.326 1.659
43 C -5.755 -1.801 -0.198
44 O -4.491 -1.422 -0.813
45 H -6.383 -0.918 -0.076
46 H -6.248 -2.558 -0.807
47 H -5.576 -2.270 0.769
48 H -4.013 -0.837 -0.222
49 C -2.162 -2.372 2.371
50 O -2.560 -1.321 3.192
51 H -1.696 -2.099 1.424
52 H -1.451 -2.997 2.911
53 H -2.972 -2.989 1.983
54 H -2.869 -1.617 4.051
55 C -1.364 -2.398 -2.330
56 O -0.207 -2.999 -1.814
57 H -2.200 -2.701 -1.700
58 H -1.282 -1.311 -2.366
59 H -1.543 -2.729 -3.353
60 H 0.379 -3.240 -2.535
61 C 3.204 2.254 2.650
62 O 3.628 1.295 3.568
63 H 2.182 2.100 2.303
64 H 3.334 3.194 3.186
65 H 3.834 2.165 1.765
66 H 3.138 0.504 3.330
67 C 1.113 -3.935 1.273
68 O 0.844 -2.707 0.676
69 H 0.297 -4.651 1.172
70 H 1.943 -4.442 0.783
71 H 1.337 -3.784 2.329
72 H 0.599 -2.812 -0.246